(1)
ORCA calculation (wB97M-V/def2-TZVPD) on a 2-piece molecular cluster, CH5N2O overall in a non-equilibrium geometry.

Properties
HOMO = -14.551 eV

Structure (ORCA input):
```
! wB97M-V def2-TZVPD RIJCOSX def2/J DEFGRID3
* xyz 1 1
C 1.491 -0.791 -1.599
N 2.296 -1.828 -1.783
N -0.921 0.634 0.702
O 2.279 -1.005 -0.558
H -1.565 0.273 1.419
H 3.170 -1.817 -2.290
H -0.547 -0.143 0.130
H -0.126 1.117 1.144
H -1.418 1.292 0.088
*
```

=====

(2)
ORCA calculation (wB97M-V/def2-TZVPD) on an isolated ion of composition C25H33ClN5O2 and charge +1.

Properties
HOMO = -10.770 eV
SMILES string = CCc1nn(CCC[NH+]2CCN(c3cccc(Cl)c3)CC2)c(=O)n1CCOc1ccccc1

Structure (ORCA input):
```
! wB97M-V def2-TZVPD RIJCOSX def2/J DEFGRID3
* xyz 1 1
C 5.210 1.178 1.063
C 4.750 1.246 -0.395
C 3.367 1.776 -0.469
N 3.038 2.977 -0.127
N 1.694 3.079 -0.290
C 1.027 4.339 -0.083
C 0.083 4.351 1.134
C -1.400 4.273 0.773
N -1.842 2.937 0.322
C -2.090 2.014 1.449
C -2.441 0.622 0.923
N -3.630 0.734 0.113
C -4.465 -0.381 -0.061
C -5.765 -0.185 -0.528
C -6.627 -1.255 -0.667
C -6.226 -2.539 -0.337
C -4.937 -2.730 0.131
Cl -4.398 -4.319 0.546
C -4.054 -1.670 0.265
C -3.390 1.596 -1.023
C -3.052 2.998 -0.525
C 1.188 1.915 -0.747
O -0.003 1.659 -0.994
N 2.252 1.069 -0.869
C 2.126 -0.289 -1.337
C 1.895 -1.273 -0.175
O 3.004 -1.404 0.669
C 4.043 -2.235 0.302
C 5.055 -2.373 1.250
C 6.153 -3.165 0.986
C 6.256 -3.834 -0.224
C 5.247 -3.706 -1.159
C 4.141 -2.909 -0.907
H 6.221 0.784 1.109
H 5.195 2.170 1.504
H 4.555 0.525 1.633
H 4.802 0.255 -0.845
H 5.407 1.919 -0.948
H 0.484 4.608 -0.994
H 1.836 5.056 0.063
H 0.363 3.547 1.816
H 0.228 5.287 1.672
H -1.604 4.989 -0.027
H -2.004 4.559 1.639
H -1.059 2.470 -0.283
H -1.201 1.961 2.077
H -2.925 2.400 2.040
H -2.644 -0.028 1.775
H -1.585 0.222 0.356
H -6.108 0.810 -0.765
H -7.630 -1.088 -1.027
H -6.899 -3.373 -0.438
H -3.054 -1.872 0.612
H -4.277 1.636 -1.653
H -2.549 1.224 -1.632
H -2.863 3.658 -1.373
H -3.879 3.397 0.068
H 3.026 -0.553 -1.894
H 1.260 -0.321 -2.005
H 1.092 -0.890 0.463
H 1.582 -2.241 -0.582
H 4.955 -1.858 2.192
H 6.928 -3.265 1.729
H 7.113 -4.454 -0.432
H 5.312 -4.229 -2.102
H 3.370 -2.841 -1.660
*
```

=====

(3)
ORCA calculation (wB97M-V/def2-TZVPD) on a 2-piece molecular cluster, C6H11N2 overall in a non-equilibrium geometry.

Properties
HOMO = -12.687 eV

Structure (ORCA input):
```
! wB97M-V def2-TZVPD RIJCOSX def2/J DEFGRID3
* xyz 1 1
C -1.007 0.538 1.359
C 0.819 -0.986 1.750
C 1.722 -1.681 2.374
C 0.735 -0.594 -0.769
C 0.023 1.750 -1.207
C -1.458 -0.126 -1.411
N -0.181 -0.204 1.889
N -0.200 0.334 -0.846
H -1.775 1.192 1.609
H 1.481 -2.089 3.437
H 2.654 -1.876 1.828
H 1.815 -0.437 -0.927
H 0.448 -1.606 -0.643
H 0.344 1.947 -2.375
H -0.798 2.365 -0.855
H 0.773 2.095 -0.508
H -2.237 -0.107 -0.699
H -1.895 0.600 -2.261
H -1.262 -1.115 -1.745
*
```

=====

(4)
ORCA calculation (wB97M-V/def2-TZVPD) on a 4-piece molecular cluster, C15H33ClN3O3 overall in a non-equilibrium geometry.

Properties
HOMO = -4.837 eV

Structure (ORCA input):
```
! wB97M-V def2-TZVPD RIJCOSX def2/J DEFGRID3
* xyz -1 1
Cl 2.225 -0.795 -1.530
C -0.767 -2.901 -0.143
O -1.968 -2.827 -0.377
N -0.108 -3.865 0.517
C 1.311 -3.871 0.757
C -0.795 -5.150 0.864
H -0.101 -2.067 -0.413
H 1.862 -4.659 0.242
H 1.575 -3.975 1.810
H 1.675 -2.889 0.457
H -1.849 -5.212 0.593
H -0.226 -6.026 0.552
H -0.852 -5.286 1.944
C -0.320 -1.766 -4.208
O 0.270 -2.262 -5.220
N -1.451 -1.045 -4.224
C -2.243 -0.630 -5.436
C -2.126 -0.606 -3.021
H 0.066 -1.867 -3.182
H -2.590 0.397 -5.325
H -3.179 -1.158 -5.620
H -1.647 -0.595 -6.347
H -1.353 -0.249 -2.341
H -2.635 0.315 -3.305
H -2.712 -1.361 -2.497
C -1.799 0.696 1.468
C -0.638 1.621 1.178
C -0.956 2.992 1.844
C 0.238 3.930 2.052
C 1.398 3.239 2.706
C 1.850 1.918 1.982
N 0.631 1.083 1.755
O 0.944 -0.218 1.462
C 2.582 2.463 0.672
C 2.772 1.168 2.987
C -0.472 1.815 -0.370
H -2.642 1.010 0.853
H -2.184 0.676 2.488
H -1.727 -0.346 1.156
H -1.689 3.406 1.152
H -1.458 2.959 2.811
H -0.038 4.733 2.736
H 0.341 4.443 1.096
H 1.090 2.996 3.723
H 2.215 3.927 2.923
H 2.026 3.234 0.140
H 3.555 2.923 0.847
H 2.768 1.633 -0.010
H 3.655 1.734 3.288
H 2.191 0.794 3.830
H 3.204 0.291 2.505
H -0.084 0.855 -0.710
H 0.216 2.608 -0.662
H -1.342 1.875 -1.024
H 1.292 -0.111 0.574
*
```

=====

(5)
ORCA calculation (wB97M-V/def2-TZVPD) on C8H14 as an isolated structure in a non-equilibrium geometry.

Properties
HOMO (spin up / spin down) = -13.394 / -15.091 eV
<S²> = 0.7779

Structure (ORCA input):
```
! wB97M-V def2-TZVPD RIJCOSX def2/J DEFGRID3
* xyz 1 2
C -0.100 -1.215 2.708
C -0.142 -0.455 1.394
C 1.118 -0.705 0.409
C 0.746 -0.157 -0.949
C -0.298 -0.124 -1.891
C -1.842 -0.334 -1.687
C 1.114 2.418 -0.591
C 0.983 1.238 -1.366
H -0.221 -2.320 2.386
H -0.877 -0.917 3.478
H 0.841 -1.052 3.236
H -0.898 -0.886 0.903
H -0.281 0.643 1.314
H 2.050 -0.239 0.886
H 1.289 -1.737 0.375
H -0.111 -0.014 -2.873
H -2.188 -1.329 -1.984
H -2.100 -0.311 -0.642
H -2.632 0.295 -2.162
H 0.912 2.386 0.509
H 1.442 3.401 -1.063
H 1.195 1.414 -2.387
*
```

=====

(6)
ORCA calculation (wB97M-V/def2-TZVPD) on C51H41Cl2NO6P2SSiV as an isolated structure in a non-equilibrium geometry.

Properties
HOMO (spin up / spin down) = -1.280 / -1.339 eV
<S²> = 3.7695

Structure (ORCA input):
```
! wB97M-V def2-TZVPD RIJCOSX def2/J DEFGRID3
* xyz -2 4
V -0.659 2.304 1.162
C -1.547 1.376 4.686
Si -1.728 0.742 2.902
C -1.649 -1.188 3.134
C -2.797 -1.979 2.997
C -2.795 -3.349 3.222
C -1.624 -3.982 3.601
C -0.459 -3.237 3.713
C -0.452 -1.865 3.464
P 1.129 -0.905 3.447
C 1.645 -1.141 1.705
C 1.319 -2.288 0.953
C 1.730 -2.303 -0.379
C 2.318 -1.231 -1.008
C 2.563 0.049 -0.304
C 2.319 -0.080 1.160
C 2.249 -2.072 4.328
C 3.269 -2.786 3.705
C 4.111 -3.608 4.443
C 3.946 -3.737 5.816
C 2.936 -3.023 6.449
C 2.106 -2.192 5.711
C -3.620 0.982 2.529
C -4.623 0.809 3.489
C -5.967 0.969 3.188
C -6.353 1.309 1.896
C -5.385 1.499 0.925
C -4.034 1.347 1.237
P -2.730 1.619 -0.014
C -3.431 2.928 -1.077
C -3.856 4.098 -0.445
C -4.253 5.194 -1.192
C -4.219 5.150 -2.580
C -3.768 4.003 -3.217
C -3.371 2.901 -2.470
C -2.787 0.093 -1.025
C -3.841 -0.253 -1.871
C -3.820 -1.446 -2.575
C -2.748 -2.322 -2.431
C -1.709 -2.001 -1.572
C -1.726 -0.800 -0.875
H -2.357 1.057 5.348
H -1.514 2.468 4.657
H -0.605 1.020 5.106
H -3.732 -1.511 2.716
H -3.712 -3.915 3.106
H -1.606 -5.050 3.789
H 0.464 -3.741 3.972
H 0.781 -3.116 1.388
H 1.565 -3.199 -0.973
H 2.585 -1.295 -2.050
H 4.164 1.169 0.063
H 2.447 0.822 1.751
H 3.394 -2.698 2.632
H 4.899 -4.157 3.940
H 4.600 -4.383 6.388
H 2.801 -3.108 7.521
H 1.328 -1.625 6.211
H -4.342 0.538 4.499
H -6.716 0.832 3.959
H -7.401 1.436 1.652
H -5.679 1.793 -0.077
H -3.816 4.159 0.637
H -4.562 6.100 -0.685
H -4.522 6.012 -3.162
H -3.713 3.966 -4.299
H -3.004 2.017 -2.977
H -4.684 0.419 -1.980
H -4.643 -1.697 -3.234
H -2.728 -3.252 -2.986
H -0.873 -2.672 -1.436
H -0.914 -0.568 -0.193
O -0.734 5.642 3.275
S -0.643 4.720 2.163
O -0.394 5.364 0.866
O -1.897 3.858 2.018
O 0.421 3.654 2.390
Cl 3.805 -2.812 -3.999
C 5.121 -1.721 -4.277
C 6.313 -2.266 -4.734
C 7.438 -1.471 -4.851
C 7.371 -0.130 -4.503
C 6.169 0.405 -4.084
Cl 6.114 2.087 -3.666
C 4.994 -0.357 -3.978
N 3.831 0.257 -3.524
C 2.571 0.207 -4.110
C 2.350 -0.396 -5.348
C 1.068 -0.509 -5.860
C -0.017 -0.010 -5.155
C 0.214 0.662 -3.964
C 1.492 0.804 -3.440
C 1.693 1.694 -2.235
C 1.593 1.098 -0.847
O 3.915 0.560 -0.644
O 0.697 1.493 -0.110
H 6.350 -3.323 -4.957
H 8.370 -1.901 -5.193
H 8.239 0.511 -4.563
H 3.897 0.615 -2.571
H 3.189 -0.797 -5.901
H 0.922 -1.002 -6.813
H -1.025 -0.118 -5.531
H -0.613 1.102 -3.420
H 0.931 2.475 -2.257
H 2.663 2.196 -2.286
*
```

=====

(7)
ORCA calculation (wB97M-V/def2-TZVPD) on C3H3O2Sr as an isolated structure in a non-equilibrium geometry.

Properties
HOMO = -2.222 eV

Structure (ORCA input):
```
! wB97M-V def2-TZVPD RIJCOSX def2/J DEFGRID3
* xyz -1 1
H -2.346 1.274 -2.265
O 0.088 1.109 1.185
O 1.982 -1.497 -0.193
C 0.531 -0.246 1.227
C -0.938 0.015 1.127
C 1.087 -0.651 -0.133
H 1.018 -0.541 2.168
H -1.437 -0.067 2.102
Sr -0.763 0.634 -1.216
*
```

=====

(8)
ORCA calculation (wB97M-V/def2-TZVPD) on an isolated ion of composition C3H8ClS2 and charge +1.

Properties
HOMO = -14.287 eV

Structure (ORCA input):
```
! wB97M-V def2-TZVPD RIJCOSX def2/J DEFGRID3
* xyz 1 1
S -0.366 1.435 2.911
S 0.763 0.014 1.937
C -0.081 -0.407 0.382
C 0.776 -0.074 -0.836
C -0.129 0.296 -1.995
Cl -1.061 -1.125 -2.494
H -1.541 0.780 2.901
H 0.556 -1.082 2.694
H -0.331 -1.457 0.391
H -1.018 0.128 0.389
H 1.332 -0.959 -1.104
H 1.471 0.738 -0.656
H 0.445 0.648 -2.837
H -0.817 1.064 -1.682
*
```

=====

(9)
ORCA calculation (wB97M-V/def2-TZVPD) on C38H51BN10O2PdS4 as an isolated structure in a non-equilibrium geometry.

Properties
HOMO (spin up / spin down) = -12.242 / -12.830 eV
<S²> = 6.0552

Structure (ORCA input):
```
! wB97M-V def2-TZVPD RIJCOSX def2/J DEFGRID3
* xyz 2 5
Pd 0.710 0.022 0.195
C 3.835 -5.501 -0.891
C 3.561 -3.994 -0.864
C 4.545 -3.239 -1.766
C 3.701 -3.517 0.576
N 2.204 -3.777 -1.414
C 1.896 -4.201 -2.677
C 0.618 -3.838 -2.939
N 0.127 -3.183 -1.849
B -1.341 -2.688 -1.862
N -1.480 -1.349 -2.618
C -2.675 -0.990 -3.172
C -2.499 0.176 -3.835
N -1.190 0.546 -3.700
C -0.586 -0.392 -2.939
S 1.043 -0.439 -2.418
C -0.692 1.780 -4.346
C -1.554 2.937 -3.833
C -0.831 1.580 -5.858
C 0.765 2.058 -4.011
N -1.917 -2.598 -0.429
C -2.356 -3.724 0.207
C -2.829 -3.365 1.423
N -2.672 -2.011 1.551
C -2.109 -1.561 0.409
S -1.741 0.069 -0.004
C -3.108 -1.322 2.783
C -4.640 -1.343 2.783
C -2.532 -2.110 3.968
C -2.625 0.123 2.861
C 1.112 -3.141 -0.928
S 0.918 -2.449 0.626
H 4.812 -5.701 -0.462
H 3.829 -5.903 -1.899
H 3.089 -6.027 -0.302
H 5.530 -3.230 -1.308
H 4.219 -2.211 -1.914
H 4.639 -3.711 -2.740
H 4.714 -3.724 0.912
H 3.019 -4.053 1.230
H 3.522 -2.448 0.675
H 2.589 -4.725 -3.302
H 0.026 -3.993 -3.815
H -1.973 -3.498 -2.451
H -3.552 -1.589 -3.057
H -3.209 0.756 -4.386
H -2.559 2.910 -4.243
H -1.101 3.888 -4.098
H -1.610 2.902 -2.747
H -1.855 1.367 -6.149
H -0.206 0.753 -6.186
H -0.507 2.476 -6.378
H 0.896 2.205 -2.941
H 1.064 2.982 -4.499
H 1.414 1.264 -4.372
H -2.299 -4.691 -0.246
H -3.257 -3.967 2.197
H -5.021 -2.360 2.753
H -5.027 -0.804 1.922
H -5.020 -0.859 3.678
H -3.119 -2.996 4.189
H -2.529 -1.490 4.859
H -1.510 -2.414 3.757
H -3.104 0.749 2.113
H -1.543 0.195 2.754
H -2.897 0.518 3.837
C -4.499 4.313 2.518
C -3.184 4.202 1.818
C -2.096 4.960 2.246
C -0.863 4.850 1.630
C -0.715 3.977 0.566
C -1.788 3.244 0.104
C -3.015 3.344 0.735
S 0.846 3.897 -0.278
O 0.701 4.385 -1.621
O 1.881 4.437 0.554
N 1.163 2.225 -0.363
C 2.424 1.929 -0.703
C 3.258 2.762 -1.486
C 4.525 2.332 -1.800
C 4.967 1.099 -1.327
C 4.090 0.330 -0.574
N 2.866 0.717 -0.278
H -4.780 5.359 2.625
H -4.431 3.889 3.520
H -5.282 3.790 1.977
H -2.221 5.647 3.071
H -0.016 5.441 1.935
H -1.661 2.607 -0.757
H -3.852 2.761 0.378
H 2.859 3.693 -1.852
H 5.161 2.935 -2.429
H 5.964 0.743 -1.520
H 4.410 -0.621 -0.172
N 1.295 1.151 6.557
C 1.263 0.886 5.245
C 0.907 -0.388 4.765
C 0.848 -0.605 3.411
N 1.102 0.347 2.504
C 1.475 1.555 2.942
C 1.566 1.863 4.278
H 1.155 0.414 7.229
H 1.657 2.028 6.887
H 0.699 -1.185 5.460
H 0.599 -1.585 3.022
H 1.716 2.294 2.186
H 1.883 2.846 4.585
*
```

=====

Asked for electronic energy across the records above, the calculation gives -225.4254 -1856.7171 -344.2632 -1441.5292 -312.7841 -5709.1574 -297.1571 -1375.3734 -3921.7634 a.u. in order.